DFT (wB97M-V/def2-TZVPD) results for a 5-piece molecular cluster, C26H48N2O18S2 overall in a non-equilibrium geometry.

As for the SMILES: CCN[C@]1(CCC(=O)O)[C@@H](OC#N)[C@@H](S)COS1(=O)=O.CCOC(=O)OC.CCOC(=O)OC.CCOC(=O)OC.CCOC(=O)OC. The calculation puts the total energy at -3279.65303 hartree.

The geometry in ORCA input format:
```
! wB97M-V def2-TZVPD RIJCOSX def2/J DEFGRID3
* xyz 0 1
C 2.85412 4.07448 3.83251
C 3.36970 3.88590 2.35138
N 3.91448 2.55369 2.03235
C 2.97814 1.45540 2.11569
C 1.49628 1.81509 1.84214
C 0.56628 0.60499 1.49539
C -0.86761 0.94219 1.99247
O -1.61034 0.12741 2.43946
O -1.31923 2.25597 1.89848
C 3.23155 0.68548 3.47680
O 2.01153 0.21211 4.12025
C 1.88717 0.64980 5.34202
N 1.75746 1.16057 6.33883
C 4.22779 -0.51735 3.38851
S 4.62039 -1.25431 5.03235
C 3.84246 -1.63746 2.36785
O 3.05506 -1.18808 1.25059
S 3.49275 0.29056 0.74602
O 2.87884 0.63926 -0.51084
O 4.92329 0.39456 0.55796
H 3.68937 4.39594 4.47780
H 2.28128 3.21652 4.21985
H 2.13422 4.92412 3.79521
H 4.22810 4.58837 2.26279
H 2.64149 4.25515 1.60425
H 4.73463 2.41715 2.61509
H 1.04528 2.32178 2.71970
H 1.41497 2.55406 1.02075
H 0.45821 0.41931 0.40887
H 0.83140 -0.31696 2.04270
H -1.28937 2.65683 2.78266
H 3.69401 1.41730 4.17051
H 5.19466 -0.09885 3.03283
H 5.70976 -0.52673 5.42368
H 4.77432 -2.12147 2.00819
H 3.28847 -2.43609 2.90522
C -1.89843 -1.21295 -0.87331
C -2.23238 0.03294 -1.66847
O -1.87229 -0.11673 -3.04797
C -2.70650 -0.84986 -3.78747
O -3.72141 -1.37301 -3.40920
O -2.20552 -0.91424 -5.03042
C -2.95548 -1.75283 -5.91134
H -0.84939 -1.48837 -1.00853
H -2.08613 -1.05182 0.18874
H -2.49348 -2.06497 -1.20302
H -1.65294 0.87598 -1.29046
H -3.28651 0.29886 -1.57523
H -4.00747 -1.47115 -5.92437
H -2.84247 -2.79671 -5.61901
H -2.54751 -1.62310 -6.91182
C 2.85675 -7.98919 -0.77572
C 2.87166 -7.29935 -2.12481
O 2.11500 -6.08194 -2.09608
C 2.72237 -5.04052 -1.51947
O 3.83147 -5.03665 -1.04788
O 1.87936 -4.00523 -1.54330
C 2.37107 -2.84191 -0.87245
H 1.83060 -8.13767 -0.43387
H 3.35513 -8.95766 -0.83398
H 3.36251 -7.38801 -0.01973
H 2.39545 -7.93870 -2.86745
H 3.88995 -7.10793 -2.46717
H 3.35393 -2.55644 -1.24631
H 2.40550 -3.02035 0.19726
H 1.67662 -2.02746 -1.06952
C -4.98378 -0.15578 1.25898
C -5.17421 0.91721 2.31136
O -6.47952 0.82442 2.90307
C -6.63386 -0.14384 3.80886
O -5.78763 -0.91751 4.17556
O -7.90374 -0.11472 4.23222
C -8.23491 -1.16284 5.14271
H -5.78948 -0.11796 0.52257
H -4.02942 -0.02517 0.75003
H -5.00289 -1.15383 1.69755
H -5.11228 1.90079 1.84629
H -4.39883 0.87460 3.07755
H -7.54131 -1.19069 5.98228
H -8.24308 -2.12073 4.62236
H -9.23438 -0.96204 5.52272
C 0.70897 6.11761 -4.76017
C -0.43125 5.73875 -5.68368
O -0.19698 4.47028 -6.30681
C -0.42132 3.39993 -5.53487
O -0.80968 3.41786 -4.39404
O -0.12700 2.31039 -6.24503
C -0.23474 1.08648 -5.50624
H 1.66120 6.07799 -5.29266
H 0.56493 7.12411 -4.36471
H 0.78251 5.42608 -3.92044
H -0.50584 6.46760 -6.49029
H -1.38866 5.73596 -5.15984
H -1.20215 0.99815 -5.03662
H 0.55930 1.03315 -4.76023
H -0.11041 0.26403 -6.20647
*
```

***

DFT (wB97M-V/def2-TZVPD) results for C28H39BBrN12O2V as an isolated structure in a non-equilibrium geometry.

The calculation puts the total energy at -5439.78063 hartree.

The geometry in ORCA input format:
```
! wB97M-V def2-TZVPD RIJCOSX def2/J DEFGRID3
* xyz 3 4
V 0.98310 0.61582 -1.08781
C -2.35246 -2.48084 5.49587
C -1.50825 -1.99012 4.37951
C -0.48823 -2.54953 3.59922
C -0.06510 -1.56237 2.75661
N -0.78323 -0.38086 2.98540
N -1.68660 -0.72777 3.98654
B -1.11142 0.94479 2.18204
N 0.27069 1.58745 1.88902
C 1.04453 2.24316 2.82283
C 2.39005 1.93312 2.68366
C 2.50563 1.14463 1.55997
C 3.79047 0.62699 0.92740
N 1.22882 0.92569 1.06841
N -1.76906 0.62286 0.80288
C -3.12373 0.47465 0.57821
C -3.46154 1.15613 -0.54182
C -2.33108 1.89774 -0.95049
C -2.34251 2.92942 -1.99401
N -1.25465 1.36454 -0.24797
N -1.92602 1.90293 3.05024
C -3.22686 1.62525 3.60722
C -3.93835 2.75249 3.60153
C -3.18020 3.76901 2.88191
C -3.53597 5.18541 2.52708
N -1.97587 3.23235 2.56653
H -2.75172 -1.59421 6.04394
H -1.80288 -3.15717 6.19388
H -3.16080 -3.15029 5.12720
H -0.10102 -3.55732 3.67649
H 0.68939 -1.64346 2.00690
H 0.62895 2.82780 3.61615
H 3.14310 2.12548 3.40522
H 4.64959 1.21322 1.28802
H 3.36304 1.72135 -0.81523
H 4.05814 -0.45090 1.18826
H -3.65061 -0.35391 1.10473
H -4.41307 1.07975 -1.01630
H -1.26408 3.14760 -2.32235
H -2.72445 3.81374 -1.46567
H -2.93427 2.68297 -2.85304
H -3.44841 0.75617 4.22973
H -4.81893 2.93814 4.23914
H -4.58352 5.35520 2.77395
H -3.40739 5.32510 1.39298
H -2.87287 5.82465 3.15606
N 1.92501 -3.41203 -3.74976
C 1.00147 -2.42817 -3.29207
C 0.32358 -1.62446 -4.41788
C -0.49889 -0.46691 -3.82193
N 0.46764 0.48596 -3.13320
C -1.51802 -0.89499 -2.75084
C -0.89382 -1.80413 -1.67699
N -0.05428 -1.11209 -0.64547
C -0.11725 -2.94484 -2.34775
H 2.68319 -2.89142 -4.30830
H 1.41995 -4.03864 -4.41908
H 2.63736 -3.84453 -2.40316
H 1.63419 -1.66803 -2.73621
H -0.38514 -2.30937 -5.04546
H 1.06804 -1.23081 -5.12655
H -0.92087 0.10862 -4.61918
H 0.13342 1.47136 -3.22658
H 1.37616 0.48732 -3.72272
H -2.26297 -1.52224 -3.31591
H -2.04945 0.01618 -2.35368
H -1.69523 -2.34808 -1.18989
H 0.55389 -1.85568 -0.24958
H -0.66729 -0.89554 0.17144
H -0.85546 -3.52599 -2.95376
H 0.19859 -3.61075 -1.61744
Br 1.46113 3.17443 -1.44790
C 3.70401 0.70998 -0.63620
C 4.93524 0.59874 -1.51336
C 5.24822 -0.50248 -2.23444
C 4.37885 -1.62066 -2.19620
C 3.26661 -1.48156 -1.36213
N 2.75201 -0.26719 -1.06276
C 2.65690 -2.79064 -0.69169
O 2.97032 -3.88980 -1.38623
O 2.14547 -2.84227 0.42739
H 5.42021 1.57716 -1.51536
H 6.17088 -0.39182 -2.85366
H 4.63605 -2.56148 -2.67559
*
```

***

DFT (wB97M-V/def2-TZVPD) results for an isolated molecule of C5H8O in a non-equilibrium geometry.

The calculation puts the total energy at -270.41434 hartree.

The geometry in ORCA input format:
```
! wB97M-V def2-TZVPD RIJCOSX def2/J DEFGRID3
* xyz 0 1
C 0.33796 -0.58208 -1.64802
C -0.48392 0.14791 -0.62822
C -0.57746 -0.55026 0.91385
C 0.69879 0.21564 1.31320
C -0.16147 1.14397 0.48830
O -1.36282 0.64890 1.18210
H 1.25027 -0.96506 -1.19385
H -0.29485 -1.43340 -1.93460
H 0.55837 -0.02176 -2.56321
H -1.37111 0.59396 -1.13008
H -0.86703 -1.41768 1.55503
H 1.68332 -0.07824 0.94208
H 0.73005 0.50527 2.36938
H -0.09718 2.22648 0.43554
*
```

***

DFT (wB97M-V/def2-TZVPD) results for C33H17BCo2F6O6 as an isolated structure in a non-equilibrium geometry.

The calculation puts the total energy at -5108.50288 hartree.

The geometry in ORCA input format:
```
! wB97M-V def2-TZVPD RIJCOSX def2/J DEFGRID3
* xyz 0 1
F -2.35671 2.93048 -0.77511
C -1.79860 2.41118 -1.91658
C -1.62703 3.31420 -2.96302
C -0.95218 2.89920 -4.11344
C -0.43221 1.60223 -4.17860
C -0.67784 0.73401 -3.11831
F -0.17981 -0.54112 -3.21295
C -1.43583 1.06046 -1.98949
B -1.85685 -0.09352 -0.94243
C -2.96430 0.40053 0.13117
C -2.62911 1.02986 1.31665
F -1.39039 1.64397 1.36493
C -3.48162 1.27684 2.37879
C -4.83585 1.01218 2.19051
C -5.29523 0.58003 0.94659
C -4.35085 0.30275 -0.04568
F -4.84189 0.07307 -1.30502
C -2.43138 -1.44357 -1.63681
C -2.41142 -2.64373 -0.91929
F -1.94199 -2.62781 0.37643
C -2.90634 -3.85122 -1.40901
C -3.46254 -3.88056 -2.68919
C -3.52555 -2.71105 -3.44827
C -3.02939 -1.52975 -2.89984
F -3.26570 -0.40122 -3.64222
H -0.80342 -0.43196 -0.33611
H -2.02831 4.32009 -2.85963
H -0.84424 3.57580 -4.96085
H 0.12815 1.26525 -5.04987
H -3.09155 1.70402 3.29618
H -5.52918 1.18867 3.00361
H -6.35597 0.46668 0.72212
H -2.88002 -4.74707 -0.79143
H -3.87966 -4.80557 -3.08466
H -3.98006 -2.68021 -4.43824
O -0.07825 3.07354 3.89531
C 0.69120 2.29888 3.49928
Co 1.20148 0.72381 2.68162
C -0.31733 -0.19769 2.96678
O -1.30060 -0.79355 3.01904
C 1.09575 1.28732 1.00522
O 1.05589 1.51469 -0.12960
C 2.74913 0.05364 3.27057
C 2.25404 -0.64932 2.19145
C 2.30481 -1.69632 1.31810
C 3.45403 -1.93883 0.45590
C 3.87569 -3.26531 0.15915
C 4.97074 -3.51002 -0.65292
C 5.69430 -2.45352 -1.21261
C 5.34045 -1.13740 -0.88896
C 4.24017 -0.87718 -0.07371
Co 3.26976 2.01805 3.43394
C 2.78236 3.62126 3.97933
O 2.58229 4.71270 4.30714
C 3.50488 2.66028 1.81291
O 3.65157 3.12773 0.76256
C 4.85009 2.07431 4.20949
O 5.84806 2.26575 4.76614
H 3.13692 -0.44372 4.16954
H 1.50309 -2.44809 1.33473
H 3.32485 -4.09062 0.62633
H 5.25236 -4.53807 -0.88008
H 6.53717 -2.65209 -1.88335
H 5.91320 -0.30277 -1.30809
H 3.95677 0.15942 0.16388
*
```